one) {"formula": "C2H3O2S2", "method": "ωB97M-V with the def2-TZVPD basis set", "charge": -1, "homo_energy_ev": -4.19, "homo_lumo_gap_ev": 7.89, "species": ["C", "C", "O", "O", "S", "S", "H", "H", "H"], "positions_angstrom": [[-1.278, -0.584, -0.581], [-0.701, 0.164, 0.341], [1.533, 1.622, -0.773], [1.494, 0.672, 1.658], [1.669, -1.544, -0.188], [1.081, 0.319, 0.324], [-2.275, -0.526, -0.730], [-0.530, -1.173, -1.039], [-0.994, 1.051, 0.986]]}


two) {"formula": "C2H3O2S2", "method": "ωB97M-V with the def2-TZVPD basis set", "charge": -1, "homo_energy_ev": [-1.93, -2.95], "homo_lumo_gap_ev": [4.82, 6.51], "species": ["C", "C", "O", "O", "S", "S", "H", "H", "H"], "positions_angstrom": [[-1.284, -1.024, -0.523], [-0.850, 0.371, -0.399], [2.798, 0.021, 1.823], [3.051, 1.656, 0.009], [-2.314, -0.024, 0.582], [2.224, 1.183, 1.131], [-1.791, -1.427, -1.406], [-0.721, -1.776, 0.022], [-1.114, 1.021, -1.240]]}


We find one) to be the most stable, with the next structure 8.7 kcal/mol higher.


one) {"formula": "C4H5N3O", "method": "ωB97M-V with the def2-TZVPD basis set", "charge": 0, "s2": 2.02, "multiplicity": 3, "homo_energy_ev": [-6.51, -9.60], "homo_lumo_gap_ev": [7.25, 6.52], "species": ["C", "C", "C", "C", "N", "N", "N", "O", "H", "H", "H", "H", "H"], "positions_angstrom": [[0.965, -0.158, 0.878], [1.180, 0.014, -0.533], [-2.714, 0.183, -0.488], [2.333, -0.312, 0.337], [0.398, -0.560, 1.912], [0.659, 0.286, -1.639], [-3.131, 1.240, -0.119], [-2.311, -0.765, -0.994], [3.081, 0.348, 0.464], [2.788, -1.410, 0.418], [-0.623, -0.575, 1.799], [1.288, 0.251, -2.493], [-3.913, 1.458, 0.459]]}


two) {"formula": "C4H5N3O", "method": "ωB97M-V with the def2-TZVPD basis set", "charge": 0, "s2": 2.04, "multiplicity": 3, "homo_energy_ev": [-5.88, -10.27], "homo_lumo_gap_ev": [6.38, 8.31], "species": ["C", "C", "C", "C", "N", "N", "N", "O", "H", "H", "H", "H", "H"], "positions_angstrom": [[3.033, -0.021, 0.004], [-0.680, 0.211, 0.015], [-1.767, -1.911, -0.061], [1.902, 0.729, -0.143], [4.022, -0.612, 0.116], [-1.869, -0.653, 0.082], [-1.086, 1.520, 0.001], [0.625, -0.036, -0.059], [-2.683, -2.478, 0.002], [-0.846, -2.457, -0.258], [1.847, 1.796, -0.191], [-2.060, 1.679, 0.194], [-0.438, 2.232, 0.299]]}


We find two) to be the most stable, with the next structure 26.3 kcal/mol higher.


one) {"formula": "CH4ClPS", "method": "ωB97M-V with the def2-TZVPD basis set", "charge": 0, "homo_energy_ev": [-8.59, -8.59], "homo_lumo_gap_ev": [7.58, 7.57], "species": ["C", "P", "S", "Cl", "H", "H", "H", "H"], "positions_angstrom": [[0.809, 1.176, -0.861], [-0.990, -0.881, 0.643], [0.967, -0.743, 0.959], [-0.645, 0.953, -1.643], [1.615, 0.749, -1.269], [0.897, 2.053, -0.113], [-0.905, -2.202, 0.359], [-1.747, -1.105, 1.924]]}


two) {"formula": "CH4ClPS", "method": "ωB97M-V with the def2-TZVPD basis set", "charge": 0, "homo_energy_ev": [-8.40, -8.53], "homo_lumo_gap_ev": [6.68, 8.19], "species": ["C", "P", "S", "Cl", "H", "H", "H", "H"], "positions_angstrom": [[0.163, -0.706, 1.880], [-0.303, 0.798, -1.360], [0.633, -0.906, -1.542], [-0.859, 0.474, 1.342], [1.085, -0.397, 2.322], [-0.110, -1.737, 1.748], [0.577, 1.719, -1.949], [-1.186, 0.756, -2.441]]}


We find one) to be the most stable, with the next structure 7.6 kcal/mol higher.


one) {"formula": "C24H63N4O9", "method": "ωB97M-V with the def2-TZVPD basis set", "charge": 1, "homo_energy_ev": -11.06, "homo_lumo_gap_ev": 9.19, "species": ["O", "H", "H", "H", "C", "O", "C", "C", "N", "C", "C", "O", "C", "H", "H", "H", "H", "H", "H", "H", "H", "H", "H", "H", "H", "H", "H", "H", "C", "O", "C", "C", "N", "C", "C", "O", "C", "H", "H", "H", "H", "H", "H", "H", "H", "H", "H", "H", "H", "H", "H", "H", "C", "O", "C", "C", "N", "C", "C", "O", "C", "H", "H", "H", "H", "H", "H", "H", "H", "H", "H", "H", "H", "H", "H", "H", "C", "O", "C", "C", "N", "C", "C", "O", "C", "H", "H", "H", "H", "H", "H", "H", "H", "H", "H", "H", "H", "H", "H", "H"], "positions_angstrom": [[39.189, 30.484, 41.334], [39.084, 29.482, 41.135], [38.472, 31.107, 41.552], [39.520, 30.959, 40.607], [41.269, 32.374, 44.498], [41.109, 33.024, 43.373], [42.218, 33.480, 42.675], [41.543, 34.187, 41.478], [42.490, 34.393, 40.467], [43.770, 35.165, 40.778], [44.722, 35.185, 39.598], [45.874, 36.081, 40.097], [46.945, 36.187, 39.275], [42.195, 32.969, 44.959], [41.694, 31.377, 44.328], [40.278, 32.401, 44.776], [43.079, 32.612, 42.271], [42.817, 34.146, 43.158], [40.986, 35.208, 41.868], [40.726, 33.528, 40.988], [42.130, 34.782, 39.784], [44.355, 34.635, 41.403], [43.602, 36.192, 41.014], [44.249, 35.424, 38.727], [45.142, 34.111, 39.315], [47.721, 36.782, 39.688], [46.479, 36.875, 38.572], [47.336, 35.235, 38.848], [42.010, 31.085, 39.110], [41.133, 30.203, 39.243], [41.269, 29.359, 38.085], [40.203, 28.150, 38.179], [40.517, 27.048, 37.311], [39.715, 25.851, 37.608], [40.211, 24.621, 36.783], [39.236, 23.546, 36.845], [39.807, 22.270, 36.589], [41.821, 31.825, 38.357], [42.952, 30.569, 38.896], [42.196, 31.599, 40.068], [42.126, 28.857, 38.059], [40.980, 30.016, 37.265], [39.533, 28.773, 37.926], [40.251, 27.791, 39.288], [41.607, 26.727, 37.269], [38.825, 26.066, 37.506], [39.614, 25.617, 38.613], [41.238, 24.210, 37.107], [40.270, 25.134, 35.782], [40.092, 22.375, 35.505], [38.920, 21.607, 36.494], [40.679, 22.035, 37.305], [44.371, 29.557, 43.037], [43.187, 29.571, 43.169], [42.374, 28.662, 42.323], [41.088, 28.401, 42.962], [40.116, 27.825, 42.001], [38.771, 27.482, 42.663], [37.811, 27.281, 41.387], [37.759, 28.380, 40.556], [36.609, 28.368, 39.694], [44.862, 30.384, 43.521], [44.750, 29.475, 42.085], [44.770, 28.652, 43.562], [43.017, 27.688, 42.089], [42.231, 29.167, 41.388], [40.582, 29.433, 43.241], [41.177, 27.473, 43.748], [40.460, 27.012, 41.586], [38.441, 28.317, 43.324], [39.004, 26.505, 43.353], [36.726, 27.179, 41.813], [38.061, 26.494, 40.740], [36.941, 28.884, 38.921], [35.633, 28.777, 40.181], [36.371, 27.458, 39.287], [35.626, 31.364, 46.090], [36.438, 30.653, 45.397], [36.212, 30.933, 44.019], [36.883, 32.210, 43.537], [37.317, 32.202, 42.117], [37.829, 33.485, 41.833], [37.871, 33.454, 40.237], [38.519, 32.423, 39.726], [38.336, 32.172, 38.356], [34.562, 31.248, 45.979], [35.700, 32.408, 45.866], [35.703, 31.214, 47.241], [35.096, 30.992, 43.835], [36.449, 30.139, 43.310], [37.746, 32.373, 43.992], [36.329, 33.232, 43.850], [36.292, 32.203, 41.707], [38.805, 33.317, 42.142], [37.376, 34.270, 42.073], [38.471, 34.048, 39.628], [36.769, 33.515, 39.801], [38.960, 31.345, 38.126], [38.695, 33.029, 37.652], [37.361, 31.963, 37.880]]}


two) {"formula": "C24H63N4O9", "method": "ωB97M-V with the def2-TZVPD basis set", "charge": 1, "homo_energy_ev": -11.11, "homo_lumo_gap_ev": 9.37, "species": ["O", "H", "H", "H", "C", "O", "C", "C", "N", "C", "C", "O", "C", "H", "H", "H", "H", "H", "H", "H", "H", "H", "H", "H", "H", "H", "H", "H", "C", "O", "C", "C", "N", "C", "C", "O", "C", "H", "H", "H", "H", "H", "H", "H", "H", "H", "H", "H", "H", "H", "H", "H", "C", "O", "C", "C", "N", "C", "C", "O", "C", "H", "H", "H", "H", "H", "H", "H", "H", "H", "H", "H", "H", "H", "H", "H", "C", "O", "C", "C", "N", "C", "C", "O", "C", "H", "H", "H", "H", "H", "H", "H", "H", "H", "H", "H", "H", "H", "H", "H"], "positions_angstrom": [[0.385, -0.065, 0.766], [-0.180, -0.242, 1.518], [0.695, -0.669, 0.082], [0.337, 0.869, 0.461], [0.779, 3.077, 1.979], [-0.144, 2.371, 1.465], [-1.504, 2.729, 1.587], [-2.407, 1.740, 0.930], [-3.739, 2.443, 1.033], [-4.774, 1.588, 0.356], [-6.246, 2.262, 0.602], [-7.291, 1.395, -0.030], [-8.549, 1.968, -0.024], [0.466, 4.009, 1.854], [1.537, 2.786, 1.355], [0.861, 2.617, 3.128], [-1.482, 3.720, 1.247], [-1.699, 2.769, 2.746], [-2.306, 0.872, 1.379], [-2.080, 1.681, 0.002], [-3.867, 2.827, 2.027], [-4.926, 0.764, 0.680], [-4.526, 1.326, -0.642], [-6.023, 3.319, 0.066], [-6.373, 2.474, 1.650], [-8.559, 2.454, 1.024], [-9.447, 1.330, -0.338], [-8.552, 2.895, -0.787], [2.708, -5.549, 0.942], [1.929, -4.865, 0.195], [2.164, -3.424, 0.113], [1.354, -3.085, -1.116], [1.316, -1.630, -1.207], [0.307, -1.243, -2.299], [0.527, 0.193, -2.715], [0.032, 1.065, -1.643], [0.222, 2.470, -2.067], [2.763, -5.190, 2.186], [3.712, -5.476, 0.649], [2.630, -6.694, 0.987], [3.138, -3.164, -0.210], [1.751, -2.894, 0.969], [0.264, -3.361, -1.123], [1.857, -3.443, -1.961], [2.289, -1.435, -1.497], [-0.678, -1.636, -2.033], [0.518, -1.777, -3.346], [-0.120, 0.293, -3.514], [1.576, 0.232, -3.032], [0.255, 3.073, -3.023], [1.247, 2.532, -2.072], [0.121, 3.072, -1.126], [0.713, 1.908, 5.629], [0.532, 0.966, 4.819], [-0.757, 0.761, 4.209], [-0.676, -0.529, 3.478], [-1.607, -0.584, 2.379], [-1.805, -1.845, 1.799], [-2.913, -1.829, 0.772], [-2.456, -0.823, -0.293], [-3.387, -0.861, -1.327], [0.231, 1.673, 6.372], [0.389, 2.853, 5.164], [1.786, 1.996, 5.829], [-1.067, 1.659, 3.602], [-1.550, 0.731, 4.951], [-0.868, -1.325, 4.117], [0.339, -0.634, 3.027], [-2.558, -0.501, 2.859], [-2.229, -2.687, 2.595], [-0.718, -2.103, 1.347], [-3.731, -1.399, 1.170], [-2.848, -2.698, 0.409], [-4.322, -0.807, -1.020], [-3.451, -1.704, -1.953], [-3.367, -0.054, -2.069], [3.365, 1.499, 1.531], [2.499, 1.274, 0.678], [2.834, 1.372, -0.746], [3.734, 0.226, -1.060], [3.520, 0.060, -2.428], [4.220, -1.135, -2.896], [4.094, -1.308, -4.332], [4.806, -2.434, -4.950], [4.732, -2.411, -6.289], [4.272, 0.873, 1.541], [2.971, 1.539, 2.545], [3.946, 2.559, 1.290], [3.428, 2.192, -1.076], [1.760, 1.400, -1.103], [3.576, -0.553, -0.443], [4.780, 0.385, -0.879], [3.968, 0.835, -2.900], [3.830, -1.966, -2.248], [5.380, -0.945, -2.648], [4.722, -0.311, -4.659], [3.088, -1.257, -4.782], [5.481, -3.055, -6.791], [5.167, -1.635, -6.541], [3.877, -2.737, -6.856]]}


We find one) to be the most stable, with the next structure 43.1 kcal/mol higher.